[1]
{
  "formula": "C2H6FN2",
  "method": "wB97M-V/def2-TZVPD",
  "max_force_ev_per_a": 3.62,
  "e_homo_ev": -16.1,
  "total_charge": 1,
  "homo_lumo_gap_ev": 11.72,
  "lumo_energy_ev": -4.37,
  "e_above_lowest_kcal_mol": 53.0,
  "species": ["C", "C", "N", "N", "F", "H", "H", "H", "H", "H", "H"],
  "positions_angstrom": [[0.374, -0.648, 0.199], [-1.957, 0.183, -0.114], [1.378, -1.284, 0.114], [-0.633, 0.074, 0.455], [2.936, 0.575, -0.425], [-2.109, 1.201, -0.410], [-2.619, 0.090, 0.682], [-2.175, -0.673, -0.772], [2.400, -1.189, -0.193], [3.126, 1.237, -0.969], [-0.721, 0.435, 1.433]],
  "forces_ev_per_a": [[3.36, -1.32, -0.28], [-0.19, -0.90, -1.37], [-1.22, 0.89, -0.16], [-0.28, 0.55, 2.42], [-0.54, -2.19, 2.05], [0.03, 0.23, -1.20], [-1.22, -0.49, 1.57], [0.14, 0.95, -0.33], [-2.15, -0.02, 0.42], [0.97, 2.69, -2.21], [1.09, -0.41, -0.91]],
  "nbo_charge": [0.75, -0.41, -0.48, -0.57, -0.57, 0.24, 0.23, 0.25, 0.51, 0.58, 0.47]
}


[2]
{
  "formula": "C4H11N3O2",
  "method": "wB97M-V/def2-TZVPD",
  "max_force_ev_per_a": 10.65,
  "e_homo_ev": -8.7,
  "homo_lumo_gap_ev": 9.39,
  "lumo_energy_ev": 0.66,
  "e_above_lowest_kcal_mol": 62.1,
  "species": ["C", "N", "C", "N", "N", "H", "H", "H", "H", "H", "H", "H", "C", "C", "O", "O", "H", "H", "H", "H"],
  "positions_angstrom": [[-2.814, -1.072, -0.349], [-1.830, -1.027, 0.712], [-1.272, -0.006, 1.128], [-0.549, -0.271, 2.319], [-1.195, 1.252, 0.587], [-3.053, -0.112, -0.741], [-3.708, -1.607, 0.073], [-2.465, -1.786, -1.227], [-0.779, -1.076, 2.894], [-0.123, 0.526, 2.829], [-1.869, 1.998, 0.787], [-1.115, 1.178, -0.441], [3.230, -0.350, -1.294], [2.153, 0.620, -1.253], [1.842, 1.228, -2.238], [1.780, 0.897, 0.034], [4.000, -0.330, -0.390], [3.716, -0.058, -2.354], [2.942, -1.324, -1.392], [1.111, 1.322, 0.317]],
  "forces_ev_per_a": [[0.72, -2.65, -0.54], [-1.75, -2.29, -1.73], [0.72, -1.36, 3.16], [0.86, 2.43, 0.54], [0.52, 2.00, -1.98], [-0.52, 0.83, -0.52], [0.60, 0.77, -0.48], [-0.49, 1.54, 1.66], [-0.20, 0.38, -0.67], [-0.54, -0.98, -0.72], [0.33, -0.80, 0.43], [-0.21, 0.12, 0.80], [4.66, 1.85, -0.93], [-0.39, 1.93, 1.30], [-1.25, 0.20, 0.18], [8.32, -5.90, -3.04], [-1.74, 0.31, -2.02], [-0.46, -0.94, 2.64], [-1.16, -2.66, -0.14], [-8.03, 5.20, 2.05]],
  "nbo_charge": [-0.44, -0.51, 0.55, -0.83, -0.91, 0.17, 0.21, 0.20, 0.40, 0.38, 0.40, 0.39, -0.72, 0.78, -0.58, -0.70, 0.24, 0.24, 0.24, 0.49]
}


[3]
{
  "formula": "C7H11I2N2OSeV",
  "method": "wB97M-V/def2-TZVPD",
  "max_force_ev_per_a": 3.28,
  "multiplicity": 3,
  "s2": 2.036,
  "e_homo_ev": [1.5, 1.4],
  "total_charge": -2,
  "homo_lumo_gap_ev": [2.71, 2.80],
  "lumo_energy_ev": [4.21, 4.20],
  "species": ["C", "I", "H", "H", "H", "C", "C", "N", "H", "I", "N", "H", "V", "C", "O", "C", "C", "H", "H", "H", "C", "H", "H", "H", "Se"],
  "positions_angstrom": [[0.662, -2.925, 0.108], [-0.665, -3.972, -0.941], [1.704, -3.094, 0.133], [0.494, -1.935, -0.342], [0.308, -2.948, 1.141], [-1.302, 1.473, -1.738], [-0.236, 0.647, 0.091], [-1.419, 0.986, -0.443], [0.580, 1.780, -2.892], [1.113, 2.061, 3.160], [0.676, 0.984, -0.869], [-2.156, 1.795, -2.320], [0.012, 0.024, 1.987], [1.509, -0.826, 1.880], [2.581, -1.321, 1.771], [0.035, 1.468, -2.013], [2.113, 0.848, -0.799], [2.555, 1.473, -1.589], [2.441, -0.199, -0.923], [2.507, 1.184, 0.169], [-2.711, 0.883, 0.211], [-3.505, 1.183, -0.515], [-2.759, 1.515, 1.128], [-2.899, -0.151, 0.577], [-1.639, -0.932, 3.026]],
  "forces_ev_per_a": [[0.05, 2.51, 1.40], [-1.54, -2.26, -1.75], [0.99, -0.93, -0.56], [0.34, -0.10, 0.96], [-0.01, 0.45, -0.26], [0.90, 0.00, 0.01], [1.06, -0.16, 1.14], [-1.63, 0.46, -1.38], [-0.10, -0.04, 0.09], [0.55, 1.31, 0.44], [-0.28, 0.45, -1.51], [0.23, -0.10, 0.09], [-1.19, 2.08, 0.09], [2.29, -1.00, -0.97], [1.26, -0.83, 0.18], [-0.44, 0.03, 0.36], [0.42, -0.20, 0.30], [-0.12, -0.21, 0.14], [-0.21, 0.32, 0.01], [-0.35, -0.07, -0.15], [-0.66, -0.27, 0.52], [0.58, -0.12, 0.45], [0.12, -0.33, -0.68], [0.25, 0.64, -0.30], [-2.50, -1.63, 1.37]],
  "nbo_charge": [-0.82, 0.04, 0.23, 0.25, 0.27, -0.10, 0.16, -0.40, 0.20, -0.58, -0.40, 0.20, -0.02, 0.29, -0.72, -0.11, -0.39, 0.17, 0.20, 0.25, -0.42, 0.16, 0.23, 0.26, -0.95]
}


[4]
{
  "formula": "C22H29IrN9S",
  "method": "wB97M-V/def2-TZVPD",
  "max_force_ev_per_a": 0.29,
  "multiplicity": 2,
  "s2": 0.781,
  "e_homo_ev": [-19.8, -20.3],
  "total_charge": 4,
  "homo_lumo_gap_ev": [7.18, 6.81],
  "lumo_energy_ev": [-12.67, -13.45],
  "e_above_lowest_kcal_mol": 0.0,
  "species": ["Ir", "C", "C", "N", "C", "C", "C", "C", "C", "C", "C", "N", "C", "C", "N", "N", "H", "H", "H", "H", "H", "H", "H", "H", "H", "H", "H", "H", "H", "H", "H", "H", "H", "H", "N", "C", "C", "N", "C", "C", "N", "C", "C", "N", "H", "H", "H", "H", "H", "H", "S", "C", "N", "C", "C", "C", "C", "H", "H", "H", "H", "H"],
  "positions_angstrom": [[1.213, -0.610, -0.514], [-0.302, -0.556, 2.500], [-1.400, 0.420, 2.109], [-0.945, 1.792, 1.863], [-2.015, 2.658, 1.319], [-2.043, 2.299, -0.163], [-3.205, 2.457, -1.092], [-3.360, 1.553, -2.122], [-2.637, 0.361, -2.379], [-1.455, -0.219, -1.858], [-1.232, -1.703, -2.002], [-0.143, -2.137, -1.079], [-0.724, -2.761, 0.163], [0.291, -2.661, 1.268], [0.617, -1.207, 1.459], [-0.387, 0.353, -1.304], [-0.789, -1.382, 3.019], [0.357, -0.087, 3.231], [-2.129, 0.380, 2.928], [-1.936, 0.032, 1.239], [-0.640, 2.187, 2.747], [-1.769, 3.702, 1.504], [-2.994, 2.463, 1.770], [-3.917, 3.268, -0.982], [-4.222, 1.692, -2.765], [-3.146, -0.312, -3.064], [-0.928, -1.880, -3.039], [-2.137, -2.284, -1.827], [0.398, -2.855, -1.559], [-1.009, -3.794, -0.041], [-1.628, -2.206, 0.420], [1.211, -3.186, 1.000], [-0.087, -3.107, 2.187], [1.516, -1.199, 1.932], [2.485, 1.310, -4.029], [3.141, 0.141, -4.277], [2.819, -0.707, -3.254], [1.966, -0.058, -2.401], [1.785, 1.175, -2.889], [0.890, 2.120, -2.244], [-0.153, 1.688, -1.524], [-0.825, 2.723, -0.917], [-0.177, 3.850, -1.317], [0.879, 3.448, -2.119], [2.499, 2.115, -4.645], [3.771, 0.007, -5.142], [3.157, -1.714, -3.082], [-1.939, 1.222, -0.114], [-0.371, 4.892, -1.123], [1.541, 4.087, -2.545], [3.318, -0.132, 0.075], [3.715, 0.054, 1.799], [4.801, -0.639, 2.224], [5.334, -0.504, 3.450], [4.771, 0.380, 4.347], [3.665, 1.113, 3.948], [3.131, 0.951, 2.666], [5.260, -1.275, 1.577], [6.205, -1.108, 3.667], [5.210, 0.497, 5.328], [3.224, 1.831, 4.629], [2.295, 1.546, 2.321]],
  "forces_ev_per_a": [[0.15, 0.22, -0.11], [0.05, 0.03, 0.00], [-0.05, -0.02, -0.03], [0.00, 0.02, 0.04], [0.00, -0.03, 0.02], [-0.04, 0.02, -0.01], [0.01, 0.04, 0.00], [0.01, -0.03, -0.03], [0.05, 0.00, 0.06], [-0.05, 0.02, -0.09], [0.00, 0.02, -0.04], [-0.04, -0.08, 0.01], [0.00, 0.01, 0.01], [-0.02, 0.03, -0.02], [0.01, -0.12, 0.09], [-0.06, -0.04, 0.01], [0.06, -0.02, 0.02], [0.00, 0.07, -0.03], [-0.01, 0.00, -0.01], [0.01, 0.02, -0.02], [0.03, 0.01, -0.01], [0.02, 0.00, -0.01], [0.00, 0.01, 0.00], [-0.01, -0.01, -0.01], [0.00, 0.00, 0.00], [-0.01, 0.00, 0.00], [0.02, -0.01, 0.01], [0.00, -0.01, 0.00], [0.01, -0.01, 0.02], [0.00, 0.00, -0.01], [0.01, 0.01, 0.00], [0.00, 0.00, 0.00], [0.00, 0.01, 0.01], [-0.01, -0.04, 0.03], [-0.02, 0.01, 0.02], [0.03, 0.00, -0.01], [-0.02, 0.01, 0.00], [-0.03, 0.04, 0.02], [-0.03, -0.05, -0.01], [0.02, 0.03, -0.02], [-0.02, 0.02, 0.05], [0.03, -0.04, 0.04], [-0.01, -0.02, -0.04], [-0.03, 0.00, -0.03], [0.01, 0.00, 0.00], [0.00, -0.01, 0.00], [-0.01, 0.00, -0.01], [0.00, -0.02, -0.01], [0.01, 0.00, 0.00], [0.00, 0.01, 0.01], [-0.09, -0.07, 0.05], [0.01, -0.01, -0.03], [0.03, 0.00, 0.03], [0.01, -0.01, -0.01], [0.01, -0.01, 0.00], [-0.02, 0.03, -0.02], [0.00, -0.04, 0.00], [-0.01, 0.01, 0.00], [0.00, 0.01, 0.00], [0.00, 0.00, 0.00], [0.00, 0.00, 0.00], [-0.01, -0.01, 0.03]],
  "nbo_charge": [0.87, -0.23, -0.25, -0.65, -0.21, -0.35, 0.05, -0.20, -0.22, 0.38, -0.30, -0.54, -0.25, -0.25, -0.58, -0.34, 0.24, 0.22, 0.24, 0.18, 0.39, 0.24, 0.22, 0.26, 0.28, 0.27, 0.28, 0.27, 0.43, 0.27, 0.22, 0.23, 0.26, 0.41, -0.43, 0.01, -0.06, -0.45, 0.26, 0.42, -0.17, 0.20, -0.01, -0.43, 0.47, 0.29, 0.27, 0.24, 0.29, 0.48, 0.01, 0.04, -0.44, 0.13, -0.20, -0.06, -0.25, 0.46, 0.28, 0.29, 0.27, 0.26]
}


Total energy values, unit Eh, following the record order: -288.862989, -473.703773, -4398.851582, -1849.588236.